1.
{
  "formula": "Cl2HO2P",
  "method": "ωB97M-V with the def2-TZVPD basis set",
  "elements": ["Cl", "Cl", "P", "O", "O", "H"],
  "positions_angstrom": [[1.42, 0.01, -0.19], [4.71, -1.13, 0.15], [4.52, 0.86, 0.44], [4.34, 1.41, -0.90], [0.30, -1.03, 0.50], [-0.20, -1.59, -0.23]],
  "mulliken_charge": [0.068, -0.146, 0.490, -0.352, -0.425, 0.364],
  "e_lumo_ev": -0.94,
  "homo_lumo_gap_ev": 9.660
}



2.
{
  "formula": "Cl2Na2O4S",
  "method": "ωB97M-V with the def2-TZVPD basis set",
  "elements": ["Cl", "Cl", "S", "Na", "Na", "O", "O", "O", "O"],
  "positions_angstrom": [[-3.10, 6.66, -24.97], [0.10, 5.10, -21.43], [-6.78, 1.88, -21.39], [-2.80, 3.21, -23.27], [-5.07, 1.08, -25.42], [-7.85, 2.22, -22.30], [-5.91, 0.97, -22.12], [-6.40, 3.20, -21.12], [-7.34, 1.19, -20.24]],
  "mulliken_charge": [-0.927, -0.957, 1.208, 0.828, 0.641, -0.713, -0.717, -0.625, -0.736],
  "e_lumo_ev": 1.68,
  "total_charge": -2,
  "homo_lumo_gap_ev": 2.746
}



3.
{
  "formula": "Cl2O2P",
  "method": "ωB97M-V with the def2-TZVPD basis set",
  "elements": ["Cl", "Cl", "P", "O", "O"],
  "positions_angstrom": [[-3.15, 0.92, 0.23], [-0.78, 1.34, -0.03], [0.76, 0.13, -0.05], [0.84, -0.65, 1.23], [1.14, -0.47, -1.34]],
  "mulliken_charge": [-0.711, -0.005, 0.798, -0.544, -0.538],
  "e_lumo_ev": 2.57,
  "total_charge": -1,
  "homo_lumo_gap_ev": 6.938
}



4.
{
  "formula": "Cl2O2S",
  "method": "ωB97M-V with the def2-TZVPD basis set",
  "elements": ["Cl", "Cl", "S", "O", "O"],
  "positions_angstrom": [[0.68, -1.97, 0.23], [-2.39, 0.12, -0.13], [0.85, 0.10, -0.46], [1.86, 0.76, 0.29], [-0.99, 0.99, 0.07]],
  "mulliken_charge": [-0.149, 0.035, 0.775, -0.296, -0.365],
  "e_lumo_ev": [-2.02, -2.02],
  "homo_lumo_gap_ev": [8.276, 8.278]
}



5.
{
  "formula": "Cl2O8Rb2",
  "method": "ωB97M-V with the def2-TZVPD basis set",
  "elements": ["Rb", "Rb", "Cl", "Cl", "O", "O", "O", "O", "O", "O", "O", "O"],
  "positions_angstrom": [[-17.97, -23.37, -15.42], [-12.19, -22.37, -20.44], [-18.75, -25.11, -19.84], [-15.11, -22.39, -18.00], [-18.71, -25.43, -18.41], [-16.06, -21.32, -18.12], [-19.20, -23.75, -19.97], [-15.25, -23.35, -19.07], [-15.38, -23.05, -16.73], [-17.44, -25.29, -20.40], [-19.68, -25.99, -20.51], [-13.73, -21.95, -18.00]],
  "mulliken_charge": [0.949, 0.961, 1.660, 1.746, -0.697, -0.628, -0.667, -0.599, -0.711, -0.607, -0.664, -0.743],
  "e_lumo_ev": -1.30,
  "homo_lumo_gap_ev": 6.495
}



6.
{
  "formula": "Cl2O8Sr3",
  "method": "ωB97M-V with the def2-TZVPD basis set",
  "elements": ["Sr", "Sr", "Sr", "Cl", "Cl", "O", "O", "O", "O", "O", "O", "O", "O"],
  "positions_angstrom": [[-0.25, -0.34, 5.76], [6.11, 3.70, -4.14], [-5.66, 0.29, -2.54], [0.57, 2.95, -0.70], [-0.63, -3.77, 0.86], [-1.49, -2.72, 0.32], [0.75, -3.43, 0.55], [0.79, 2.41, 0.63], [-0.86, 2.79, -1.08], [-0.79, -3.88, 2.30], [1.56, 2.66, -1.68], [-0.78, -5.02, 0.17], [0.67, 4.34, -0.45]],
  "mulliken_charge": [1.950, 1.999, 1.966, 1.539, 1.571, -0.645, -0.619, -0.625, -0.644, -0.655, -0.622, -0.573, -0.643],
  "e_lumo_ev": -12.78,
  "total_charge": 4,
  "homo_lumo_gap_ev": 1.860
}



7.
{
  "formula": "Cl3F",
  "method": "ωB97M-V with the def2-TZVPD basis set",
  "elements": ["Cl", "Cl", "Cl", "F"],
  "positions_angstrom": [[-1.77, -1.93, 0.90], [0.63, 2.09, -0.12], [1.39, 0.43, -0.93], [-0.48, -1.11, 0.30]],
  "mulliken_charge": [0.101, -0.002, -0.008, -0.090],
  "e_lumo_ev": -0.94,
  "homo_lumo_gap_ev": 9.936
}



8.
{
  "formula": "Cl3H3Si2",
  "method": "ωB97M-V with the def2-TZVPD basis set",
  "elements": ["Cl", "Cl", "Cl", "Si", "Si", "H", "H", "H"],
  "positions_angstrom": [[1.29, 0.53, 2.04], [-1.20, 2.14, 0.86], [-0.95, -2.74, -0.76], [-0.34, 0.39, 0.88], [0.62, -0.02, -1.20], [-1.35, -0.55, 1.48], [-0.19, 0.73, -2.23], [2.11, -0.47, -1.07]],
  "mulliken_charge": [-0.220, -0.188, -0.534, 0.588, 0.326, -0.036, 0.023, 0.041],
  "e_lumo_ev": -2.37,
  "homo_lumo_gap_ev": 7.257
}